This record from OMol25 describes one molecule with the formula C24H27N3O2S. The level of theory is ωB97M-V/def2-TZVPD.

Structure (XYZ):
```
57
Properties=species:S:1:pos:R:3:forces:R:3
S 2.553 -2.249 -0.045 0.6 -0.1 -0.3
O -1.211 0.998 2.640 0.0 -0.1 0.4
O -2.168 -4.194 1.381 0.0 0.2 0.1
N -0.903 2.374 0.886 -0.1 0.3 0.3
N 0.008 -2.141 0.661 0.2 0.3 0.2
N 1.351 -0.458 1.486 -0.5 -0.3 0.6
C -0.080 4.145 -2.203 -0.1 -0.2 0.2
C 1.243 -1.590 0.718 0.2 -0.4 -0.1
C -0.642 2.645 -0.431 0.0 -0.3 -0.8
C -2.902 -5.355 1.043 -0.2 -0.3 -0.1
C -0.660 1.579 -1.347 0.0 0.5 0.1
C -1.090 1.131 1.430 -0.1 0.2 -0.3
C -1.087 0.028 0.474 -0.2 0.0 -0.3
C 2.564 2.975 1.838 0.0 0.1 0.0
C -0.201 -3.462 0.126 -0.1 -0.6 0.3
C -0.103 3.102 -3.136 0.0 -0.2 0.0
C 0.195 3.390 -4.575 0.0 0.0 0.0
C -0.631 -5.894 0.741 -0.2 0.2 0.1
C 3.035 3.246 0.563 0.1 0.2 0.0
C 2.036 1.735 2.137 0.0 -0.2 0.0
C -0.896 0.266 -0.843 -0.2 -0.1 0.5
C -1.935 -6.522 1.225 -0.1 0.2 0.0
C -0.293 5.082 0.115 0.0 -0.1 -0.1
C -0.343 3.947 -0.864 0.0 0.1 0.0
C 1.978 0.741 1.161 0.4 0.3 -0.2
C 2.981 2.259 -0.406 0.0 0.1 0.0
C 2.459 1.014 -0.117 0.0 -0.1 0.0
C -0.393 1.829 -2.699 0.0 0.2 0.1
C -0.776 -4.427 1.174 0.5 0.0 -0.2
C -1.167 -1.366 1.041 -0.3 0.3 0.2
H 3.340 2.462 -1.404 0.0 0.0 -0.1
H -1.254 5.212 0.612 -0.1 0.1 0.1
H -0.406 1.002 -3.393 0.0 -0.1 -0.1
H 0.137 2.485 -5.174 0.0 0.0 -0.1
H -0.514 4.116 -4.971 0.0 0.0 -0.1
H -0.268 -4.246 2.131 0.0 0.0 -0.1
H 1.647 1.531 3.125 0.0 0.0 0.1
H -0.868 -0.558 -1.544 0.0 -0.2 -0.1
H 0.254 -6.357 1.169 0.1 0.0 0.0
H 2.605 3.735 2.605 0.0 0.0 0.1
H -3.242 -5.296 -0.002 0.0 0.0 0.1
H -1.863 -6.786 2.280 0.0 0.0 0.0
H -0.858 3.135 1.552 0.0 -0.2 0.0
H 2.416 0.255 -0.881 0.0 0.0 0.0
H -3.775 -5.399 1.696 0.0 0.0 -0.1
H -0.047 6.009 -0.396 0.0 0.1 0.0
H -2.227 -7.400 0.655 0.0 -0.1 0.0
H 1.194 3.811 -4.677 0.1 0.0 -0.1
H -0.566 -5.952 -0.347 0.0 0.0 -0.1
H 0.157 5.141 -2.548 0.0 0.2 0.0
H -2.038 -1.900 0.659 0.1 0.1 0.1
H -1.276 -1.303 2.130 -0.1 0.0 -0.2
H 3.442 4.218 0.328 0.1 0.1 0.0
H 0.469 4.896 0.872 0.0 0.0 0.1
H 0.769 -3.831 -0.214 -0.2 0.1 0.0
H -0.887 -3.413 -0.727 0.0 0.0 0.0
H 0.737 -0.396 2.290 -0.1 0.0 -0.1
```
Forces are in eV/Å.

- SMILES: Cc1cc(C)c2[nH]c(=O)c(CN(C[C@@H]3CCCO3)C(=S)Nc3ccccc3)cc2c1
- Lowest unoccupied orbital energy: 0.14 eV
- Orbital gap: 7.97 eV
- Total charge: 0
- ΔE to the lowest compared entry with this formula, charge and spin: 7.11 kcal/mol